[1]
{"formula": "C22H22N4O", "method": "ωB97M-V/def2-TZVPD", "species": ["O", "N", "C", "C", "C", "C", "C", "C", "C", "C", "C", "C", "C", "C", "C", "C", "C", "C", "N", "N", "N", "C", "C", "C", "C", "C", "C", "H", "H", "H", "H", "H", "H", "H", "H", "H", "H", "H", "H", "H", "H", "H", "H", "H", "H", "H", "H", "H", "H"], "coordinates": [[3.4621, 3.1093, -1.2033], [3.3657, -0.9500, -1.1459], [3.4989, 1.8549, -1.1407], [2.2884, -0.1920, -1.0071], [-3.0676, -1.3318, 1.7712], [-3.3676, -0.3399, 0.8246], [-4.9161, 3.5205, 1.9949], [6.9621, -0.5301, -1.7264], [-4.8782, 3.1625, 0.6377], [-4.5381, 2.5750, 2.9791], [7.1054, 0.8568, -1.6534], [5.6882, -1.1176, -1.6126], [-4.4816, 1.8812, 0.2509], [-4.0518, 1.3230, 2.6040], [5.9905, 1.6855, -1.4673], [4.5819, -0.3072, -1.3855], [-4.0316, 0.9539, 1.2292], [4.7360, 1.0954, -1.3173], [2.3181, 1.1872, -0.8878], [1.0462, -0.7497, -0.8642], [-1.4881, -2.4783, 0.2289], [-2.2807, -2.6242, 1.4674], [-2.9092, -0.5980, -0.6436], [-2.3376, -2.0062, -0.8884], [0.8629, -2.1822, -0.9036], [0.3467, -0.6318, 0.4023], [-0.0414, -2.1285, 0.3637], [-3.3656, -1.2493, 2.8081], [-5.1672, 4.5137, 2.2490], [7.8079, -1.1529, -1.9340], [-5.2328, 3.8481, -0.1115], [-4.5780, 2.8333, 4.0377], [8.0887, 1.3287, -1.7181], [5.5117, -2.1721, -1.6107], [-4.4749, 1.5853, -0.8054], [-3.6192, 0.6763, 3.3683], [6.1279, 2.7876, -1.4682], [1.4862, 1.6944, -0.7017], [-2.9247, -3.4910, 1.4025], [-1.6078, -2.8167, 2.3114], [-2.1614, 0.1335, -0.9346], [-3.7997, -0.4817, -1.2559], [-1.8114, -2.0453, -1.8672], [-3.1980, -2.6359, -1.0185], [1.7821, -2.8046, -0.7294], [0.3905, -2.5460, -1.7989], [0.9713, -0.3701, 1.2672], [-0.5102, 0.0416, 0.4230], [0.4213, -2.7144, 1.1801]], "atomic_forces_ev_per_a": [[0.11, -2.41, 0.22], [-1.77, 1.42, -0.62], [0.04, 4.33, 0.04], [1.77, -0.87, 0.45], [-0.41, 1.21, -2.11], [1.09, -2.54, 1.65], [0.66, -1.80, -0.44], [-1.42, -0.11, -0.15], [-0.24, -0.59, 0.78], [0.01, 0.33, -0.67], [-0.29, 0.64, 0.18], [1.11, 0.99, 0.20], [0.39, -0.62, 0.76], [-0.24, 0.48, -0.87], [0.66, 0.19, -0.20], [-0.13, 0.15, 0.56], [0.63, 0.07, -0.09], [-0.72, -0.87, -0.21], [1.58, -2.01, -0.46], [0.41, 0.30, -0.39], [0.54, -0.92, -0.15], [0.78, 1.79, -0.62], [-0.39, 0.21, 1.10], [1.01, 0.79, 0.49], [0.42, -1.94, 0.54], [-0.82, 0.62, 1.61], [-1.18, -0.05, -0.40], [-0.24, 0.20, -0.04], [-0.42, 0.84, 0.42], [0.39, -0.22, 0.09], [0.09, 0.27, -0.14], [0.07, 0.04, -0.29], [-0.28, -0.29, -0.10], [0.17, -0.48, -0.17], [-0.01, 0.24, 0.49], [-0.28, 0.12, -0.31], [-0.38, -0.95, 0.14], [-0.56, 0.61, -0.11], [-0.41, -0.23, -0.15], [0.01, 0.05, -0.18], [-0.11, 0.43, -0.09], [0.02, 0.19, -0.39], [-0.06, 0.13, 0.74], [-0.25, -0.88, 0.29], [-0.67, 0.83, -0.19], [-0.23, -0.06, -0.47], [0.21, 0.00, -0.26], [0.02, 0.07, -0.18], [-0.68, 0.28, -0.30]], "smiles": "O=c1[nH]c(N2CC(N3CC=C(c4ccccc4)CC3)C2)nc2ccccc12", "total_charge": 0, "de_lowest_kcal_mol": 29.4}

---

[2]
{"formula": "C17H38BNO6S4", "method": "ωB97M-V/def2-TZVPD", "species": ["C", "C", "C", "C", "B", "S", "C", "N", "H", "H", "H", "H", "H", "H", "H", "H", "H", "H", "H", "H", "H", "H", "C", "C", "C", "S", "O", "O", "C", "H", "H", "H", "H", "H", "H", "H", "H", "C", "C", "C", "S", "O", "O", "C", "H", "H", "H", "H", "H", "H", "H", "H", "C", "C", "C", "S", "O", "O", "C", "H", "H", "H", "H", "H", "H", "H", "H"], "coordinates": [[-1.7355, 1.2489, -3.3758], [-1.3339, 1.5439, -4.8183], [0.1244, 2.0145, -5.0559], [1.0071, 2.1581, -3.8063], [0.9202, 3.5113, -3.0355], [2.3941, 3.9880, -2.0264], [-0.2456, 4.5566, -3.1462], [0.1933, 5.5696, -4.1396], [-1.4969, 2.0578, -2.6857], [-2.8059, 1.0528, -3.3286], [-1.2470, 0.3450, -3.0142], [-2.0333, 2.2604, -5.2505], [-1.4918, 0.6166, -5.3679], [0.6001, 1.3410, -5.7682], [0.0977, 2.9858, -5.5538], [2.0595, 2.0333, -4.0883], [0.8229, 1.3511, -3.0903], [1.7933, 4.2452, -0.8550], [-0.4419, 5.0640, -2.1993], [-1.1846, 4.1195, -3.4826], [-0.0954, 5.3023, -5.0727], [1.2010, 5.6836, -4.1517], [-3.0303, -4.3911, -2.6645], [-4.2564, -3.6502, -2.1120], [-4.2930, -2.2700, -2.7766], [-3.4999, -2.4684, -4.3834], [-2.2895, -1.6875, -4.3939], [-4.4653, -2.3181, -5.4393], [-3.0670, -4.1956, -4.1759], [-3.0425, -5.4480, -2.4021], [-2.1158, -3.9544, -2.2579], [-5.1621, -4.2059, -2.3621], [-4.2169, -3.5571, -1.0279], [-5.2990, -1.8950, -2.9459], [-3.7099, -1.5312, -2.2297], [-2.1192, -4.3718, -4.6788], [-3.8563, -4.7835, -4.6437], [1.5728, 1.4133, 3.7866], [2.7496, 1.3770, 2.8041], [2.1837, 1.6328, 1.4028], [0.7191, 2.6489, 1.6433], [-0.4479, 1.9139, 1.2244], [0.9464, 3.9792, 1.1267], [0.7828, 2.6719, 3.4303], [1.9152, 1.4445, 4.8209], [0.9483, 0.5305, 3.6562], [3.4652, 2.1600, 3.0627], [3.2704, 0.4237, 2.8439], [2.8632, 2.1750, 0.7493], [1.8552, 0.7168, 0.9156], [-0.2368, 2.6900, 3.8087], [1.3059, 3.5818, 3.7232], [2.6137, -3.8550, 6.8153], [1.2814, -3.1217, 7.0273], [1.4651, -1.6865, 6.5210], [2.7162, -1.7727, 5.2259], [3.8730, -1.0245, 5.6459], [2.1149, -1.5157, 3.9418], [3.0514, -3.5248, 5.3929], [2.5119, -4.9295, 6.9579], [3.3585, -3.4913, 7.5259], [0.4945, -3.6179, 6.4566], [0.9809, -3.1265, 8.0737], [0.5637, -1.2600, 6.0877], [1.8557, -1.0249, 7.2918], [4.1071, -3.6915, 5.1925], [2.4404, -4.0383, 4.6512]], "atomic_forces_ev_per_a": [[0.06, -0.04, 0.01], [0.03, -0.23, 0.00], [-0.22, 0.12, 0.14], [0.37, 0.24, -0.61], [-0.18, -0.05, 0.43], [0.38, -0.51, -0.01], [-0.03, 0.02, 0.37], [-0.04, -0.06, -0.24], [-0.09, 0.05, 0.02], [-0.08, 0.06, 0.03], [0.08, -0.01, 0.04], [0.01, 0.13, 0.04], [-0.05, 0.00, -0.10], [0.04, -0.08, 0.04], [0.02, 0.02, -0.11], [0.03, -0.16, 0.00], [0.03, 0.03, 0.10], [-0.28, 0.44, -0.13], [-0.07, 0.01, 0.02], [-0.05, 0.05, -0.08], [0.08, -0.01, 0.03], [-0.03, 0.04, 0.10], [0.00, 0.04, 0.00], [0.02, 0.01, -0.03], [-0.06, -0.05, 0.09], [-0.04, 0.00, 0.08], [0.06, -0.05, -0.07], [-0.02, 0.00, -0.06], [0.01, -0.08, 0.06], [0.00, 0.00, 0.01], [0.01, 0.00, -0.01], [0.00, 0.00, -0.02], [-0.01, -0.01, 0.01], [0.01, 0.03, -0.02], [0.04, 0.00, -0.04], [0.00, 0.05, -0.03], [-0.01, 0.01, -0.01], [-0.07, 0.25, -0.12], [0.02, -0.03, -0.01], [0.12, -0.03, 0.06], [0.08, 0.01, -0.03], [-0.04, -0.01, -0.03], [-0.06, 0.04, 0.00], [0.03, -0.07, 0.19], [0.01, -0.03, 0.01], [0.02, 0.02, -0.01], [-0.02, 0.03, 0.00], [-0.01, 0.01, 0.01], [-0.04, 0.00, -0.06], [-0.06, 0.01, 0.01], [-0.03, 0.02, -0.07], [0.01, 0.01, -0.03], [-0.01, 0.05, 0.01], [0.03, 0.02, -0.02], [-0.08, -0.06, 0.06], [-0.12, -0.22, 0.09], [0.03, 0.08, -0.05], [0.07, -0.09, -0.06], [0.03, -0.07, 0.09], [0.00, 0.00, 0.01], [0.01, 0.00, 0.00], [0.01, 0.00, -0.02], [-0.01, -0.01, 0.00], [0.02, 0.04, -0.01], [0.05, 0.01, -0.03], [0.01, 0.05, -0.02], [0.00, 0.02, -0.02]], "smiles": "O=S1(=O)CCCC1.O=S1(=O)CCCC1.O=S1(=O)CCCC1.CCCCB(S)CN", "total_charge": 0}

---

[3]
{"formula": "C27H29BBrN6O4S3Y", "method": "ωB97M-V/def2-TZVPD", "species": ["Y", "C", "N", "C", "C", "N", "B", "N", "C", "C", "N", "C", "C", "S", "C", "S", "H", "H", "H", "H", "H", "H", "H", "H", "H", "H", "H", "H", "O", "C", "C", "C", "N", "C", "Br", "C", "H", "H", "H", "H", "C", "S", "O", "O", "O", "H", "H", "H", "N", "C", "C", "C", "C", "C", "C", "C", "C", "C", "C", "C", "C", "C", "H", "H", "H", "H", "H", "H", "H", "H", "H", "H"], "coordinates": [[0.4592, 0.2941, -0.6879], [-3.0316, 1.5185, 0.9800], [-2.2785, 2.7050, 0.6029], [-2.1527, 3.8491, 1.3646], [-1.5133, 4.7552, 0.5929], [-1.2658, 4.1858, -0.6342], [-0.6762, 5.0002, -1.8288], [0.3715, 4.1838, -2.6666], [0.4176, 4.3232, -4.0353], [1.4157, 3.5467, -4.5110], [1.9786, 2.9256, -3.4170], [3.0682, 1.9670, -3.4575], [1.3387, 3.3405, -2.2995], [1.7336, 2.7856, -0.7136], [-1.7474, 2.9356, -0.6240], [-1.6495, 1.7622, -1.8755], [-2.9632, 1.3938, 2.0595], [-2.6072, 0.6490, 0.4825], [-4.0771, 1.6309, 0.6925], [-2.5239, 3.9039, 2.3721], [-1.1999, 5.7610, 0.8046], [-0.1598, 5.9858, -1.3560], [-1.5609, 5.2728, -2.6057], [-0.2879, 4.9509, -4.5473], [1.7665, 3.3642, -5.5105], [3.6130, 2.1155, -4.3869], [2.6829, 0.9484, -3.4085], [3.7250, 2.1440, -2.6089], [3.6038, 0.5832, 5.1679], [2.9807, 0.6162, 3.9723], [1.6284, 0.9081, 3.8280], [1.0985, 0.8838, 2.5583], [1.8106, 0.6180, 1.4567], [3.1069, 0.3883, 1.6218], [4.1737, 0.1345, 0.0822], [3.7460, 0.3559, 2.8454], [2.9792, 0.7899, 5.8725], [0.9969, 1.1330, 4.6774], [0.0434, 1.0698, 2.3970], [4.8017, 0.1503, 2.9286], [2.9461, -2.6618, -2.7202], [1.4589, -2.0691, -2.0107], [0.4112, -2.9896, -2.3442], [1.2319, -0.6915, -2.5751], [1.6806, -1.8548, -0.5724], [2.8052, -2.7234, -3.7966], [3.1276, -3.6519, -2.3072], [3.7629, -1.9890, -2.4688], [-0.9030, -0.7455, 0.5107], [-1.2978, -1.9260, 0.7232], [-2.5803, -2.4403, 0.1257], [-3.3188, -3.4439, 0.7463], [-4.5368, -3.8510, 0.2175], [-5.0174, -3.2687, -0.9450], [-4.2832, -2.2704, -1.5751], [-3.0770, -1.8560, -1.0370], [-0.5060, -2.8820, 1.5651], [-0.2172, -4.1666, 1.1185], [0.6129, -4.9926, 1.8626], [1.1394, -4.5525, 3.0691], [0.8368, -3.2780, 3.5310], [0.0235, -2.4483, 2.7753], [-2.9442, -3.9060, 1.6512], [-5.1088, -4.6253, 0.7128], [-5.9640, -3.5896, -1.3616], [-4.6493, -1.8140, -2.4856], [-2.5114, -1.0642, -1.5104], [-0.6158, -4.5033, 0.1691], [0.8531, -5.9841, 1.5003], [1.7812, -5.2030, 3.6498], [1.2354, -2.9338, 4.4780], [-0.2212, -1.4530, 3.1187]], "atomic_forces_ev_per_a": [[0.52, 1.02, 0.15], [-0.10, 0.09, -0.04], [-0.13, 0.01, -0.03], [0.04, -0.03, 0.01], [0.04, 0.00, -0.02], [-0.12, -0.06, -0.05], [0.06, 0.07, -0.04], [0.02, 0.23, -0.04], [0.00, -0.12, 0.01], [-0.07, -0.03, 0.01], [0.11, 0.07, -0.02], [-0.04, 0.08, 0.00], [-0.15, -0.21, 0.05], [-0.06, 0.06, 0.09], [0.29, -0.12, 0.19], [-0.02, -0.09, -0.32], [0.00, -0.02, 0.00], [-0.02, 0.02, 0.06], [-0.02, 0.02, 0.02], [0.00, 0.01, 0.00], [-0.01, 0.00, 0.01], [0.02, -0.04, 0.00], [0.00, 0.02, 0.05], [0.02, 0.00, -0.02], [-0.01, 0.02, 0.00], [0.03, -0.03, 0.00], [0.03, 0.03, -0.01], [0.03, -0.01, -0.01], [-0.06, 0.01, -0.04], [0.12, 0.00, 0.15], [-0.05, -0.01, -0.11], [-0.08, -0.01, -0.03], [0.15, -0.09, -0.13], [0.04, 0.03, 0.08], [-0.03, -0.05, 0.01], [-0.08, 0.02, -0.05], [0.02, 0.00, 0.00], [0.02, 0.00, 0.02], [-0.01, -0.01, 0.03], [0.00, 0.00, 0.00], [0.25, -0.01, -0.04], [-0.29, -0.13, -0.21], [0.11, -0.06, -0.02], [-0.06, -0.28, -0.26], [-0.05, 0.04, 0.01], [-0.02, 0.00, 0.00], [-0.01, 0.01, 0.01], [-0.02, 0.02, 0.01], [-0.30, -0.57, 0.54], [-0.20, 0.03, -0.17], [0.03, 0.00, 0.07], [-0.03, -0.05, 0.00], [0.03, 0.00, 0.01], [-0.03, 0.03, -0.04], [0.02, -0.03, 0.04], [-0.01, 0.02, -0.01], [0.01, 0.09, 0.10], [0.02, -0.01, -0.05], [0.01, 0.00, 0.01], [0.00, 0.00, 0.01], [-0.01, -0.01, -0.03], [0.00, -0.04, 0.01], [0.00, 0.01, 0.00], [0.01, 0.00, 0.01], [0.01, -0.01, 0.00], [-0.01, 0.00, 0.00], [0.01, 0.02, 0.00], [0.00, 0.00, 0.00], [-0.01, 0.00, -0.01], [0.00, 0.00, 0.00], [0.00, 0.00, 0.00], [0.02, 0.06, 0.02]], "total_charge": 0, "de_lowest_kcal_mol": 7.4}

---

Looking at LUMO energy for the records above, in order, we have 0.0207; 0.0133; 0.0048 Ha.
Looking at HOMO level for the records above, in order, we have -8.23; -8.45; -7.64 eV.
Looking at Kohn-Sham gap for the records above, in order, we have 0.3231; 0.3239; 0.2857 hartree.